[1]
Entry from OMol25: 2 unconnected molecules or ions with the total composition C11H20NSi in a non-equilibrium geometry (ωB97M-V/def2-TZVPD).

Total energy ... -774.9547 Ha
HOMO energy (alpha / beta) ... -9.40 / -9.40 eV
Net charge ... +1

Geometry (Å):
C 2.287 -2.501 -0.079
C 0.985 -3.008 -0.091
C 2.675 -1.273 -0.639
C 0.016 -2.108 -0.582
C 1.752 -0.292 -0.872
C 0.330 -0.750 -0.933
C -0.594 1.818 -2.964
C -0.126 2.420 -0.716
C 0.724 0.088 2.694
C -2.497 0.144 2.619
C -0.826 0.051 -1.121
N -0.853 1.445 -1.504
Si -0.875 -0.852 2.363
H 3.046 -3.319 0.024
H 0.710 -3.949 0.375
H 3.705 -1.062 -0.704
H -1.074 -2.329 -0.819
H 1.863 0.648 -1.137
H -0.760 2.833 -3.257
H 0.359 1.489 -3.409
H -1.363 1.305 -3.568
H 0.857 2.576 -1.263
H -0.710 3.385 -0.628
H 0.179 2.057 0.242
H 1.376 -0.061 1.719
H 0.402 1.179 2.653
H 1.280 -0.155 3.626
H -2.889 0.649 1.800
H -3.284 -0.323 3.210
H -1.987 0.913 3.309
H -1.802 -0.400 -1.357
H -1.835 1.647 -1.361
H -1.074 -2.266 2.370

[2]
Entry from OMol25: a molecular structure, C38H34ClN3O2P2SZn in a non-equilibrium geometry (ωB97M-V/def2-TZVPD).

Total energy ... -5103.7585 Ha
HOMO energy ... -1.66 eV
Net charge ... -2

Geometry (Å):
Zn -1.307 3.355 -0.442
C 0.670 7.018 0.085
C 0.636 5.527 -0.250
O -0.356 4.878 0.246
C 1.612 5.025 -1.061
C 1.778 3.635 -1.378
C 2.334 3.297 -2.736
N 1.539 2.645 -0.590
N 1.421 2.756 0.730
C 0.378 2.393 1.384
O -0.787 2.024 0.866
C 0.526 2.388 2.844
C -0.575 2.332 3.700
C -0.393 2.303 5.070
C 0.882 2.325 5.614
C 1.980 2.375 4.768
C 1.805 2.402 3.403
H -0.101 7.545 -0.479
H 0.461 7.145 1.146
H 1.646 7.444 -0.148
H 2.261 5.721 -1.577
H 3.214 3.908 -2.937
H 2.612 2.247 -2.771
H 1.601 3.501 -3.516
H -1.569 2.321 3.278
H -1.258 2.261 5.721
H 1.018 2.295 6.689
H 2.982 2.385 5.180
H 2.649 2.430 2.731
S -0.817 1.944 -4.870
C -1.005 2.523 -3.400
N -1.148 2.959 -2.325
Cl -3.461 3.810 -0.164
C -0.241 -1.137 -1.843
P -0.424 0.307 -0.574
C -2.176 -0.116 -0.214
C -2.620 -1.011 0.755
C -3.974 -1.166 0.996
C -4.906 -0.472 0.247
C -4.475 0.353 -0.778
C -3.123 0.528 -1.004
C 0.510 -0.448 0.807
C 0.060 -0.451 2.125
C 0.864 -0.910 3.150
C 2.152 -1.343 2.887
C 2.637 -1.278 1.592
C 1.829 -0.822 0.569
P -1.200 -2.708 -1.806
C -0.411 -3.601 -0.405
C -1.238 -4.076 0.606
C -0.706 -4.730 1.703
C 0.661 -4.921 1.796
C 1.491 -4.463 0.786
C 0.959 -3.811 -0.311
C -0.348 -3.629 -3.156
C 0.280 -2.998 -4.225
C 0.843 -3.738 -5.250
C 0.766 -5.120 -5.242
C 0.117 -5.759 -4.197
C -0.437 -5.020 -3.169
H 0.823 -1.353 -1.978
H -0.599 -0.642 -2.757
H -1.913 -1.588 1.331
H -4.299 -1.815 1.800
H -5.964 -0.574 0.466
H -5.191 0.889 -1.387
H -2.795 1.186 -1.797
H -0.914 -0.051 2.357
H 0.487 -0.909 4.165
H 2.782 -1.700 3.691
H 3.657 -1.577 1.381
H 2.236 -0.724 -0.428
H -2.305 -3.920 0.523
H -1.359 -5.091 2.487
H 1.082 -5.429 2.654
H 2.560 -4.612 0.858
H 1.612 -3.464 -1.100
H 0.336 -1.921 -4.263
H 1.345 -3.228 -6.062
H 1.202 -5.696 -6.048
H 0.042 -6.839 -4.189
H -0.946 -5.524 -2.357

[3]
Entry from OMol25: 3 unconnected molecules or ions with the total composition C6H18O3S3 in a non-equilibrium geometry (ωB97M-V/def2-TZVPD).

Total energy ... -1659.5245 Ha
HOMO energy ... -8.78 eV

Geometry (Å):
C 1.983 -1.803 -3.032
S 0.526 -0.832 -3.678
O 0.761 0.659 -3.576
C 0.681 -1.429 -5.422
H 1.657 -2.841 -2.954
H 2.205 -1.456 -2.023
H 2.810 -1.775 -3.742
H 0.210 -0.715 -6.098
H 0.123 -2.364 -5.471
H 1.728 -1.263 -5.673
C -1.057 -0.689 3.204
S -1.851 -1.129 4.854
O -2.590 0.183 5.097
C -3.165 -2.350 4.322
H -0.882 0.387 3.213
H -1.677 -0.774 2.311
H -0.079 -1.143 3.043
H -3.018 -3.419 4.164
H -3.681 -2.147 3.383
H -3.993 -2.205 5.016
C 0.082 1.695 -0.301
S 0.379 2.889 1.127
O 1.062 1.973 2.166
C 1.794 3.906 0.483
H -0.752 1.137 0.124
H 0.872 1.054 -0.691
H -0.214 2.286 -1.167
H 2.028 4.565 1.318
H 1.446 4.410 -0.418
H 2.613 3.189 0.421

[4]
Entry from OMol25: a molecular structure, C32H39N10O8PrS3 in a non-equilibrium geometry (ωB97M-V/def2-TZVPD).

Total energy ... -4103.9124 Ha
Multiplicity ... 3
HOMO energy (alpha / beta) ... -7.92 / -7.94 eV

Geometry (Å):
Pr -0.216 0.255 0.734
C 1.499 -3.141 -2.482
C 1.284 -2.269 -1.278
N 0.825 -1.081 -1.344
N 0.445 -0.652 -2.597
C -0.120 0.589 -2.726
N -0.942 0.682 -3.785
S 0.254 1.889 -1.745
C 1.488 -2.828 0.095
C 2.468 -3.770 0.337
C 2.593 -4.289 1.616
C 1.706 -3.875 2.590
C 0.742 -2.933 2.259
N 0.639 -2.401 1.039
H 0.559 -3.290 -3.026
H 1.853 -4.129 -2.203
H 2.213 -2.682 -3.169
H 0.103 -1.368 -3.221
H -1.446 -0.140 -4.088
H -1.418 1.564 -3.879
H 3.137 -4.080 -0.455
H 3.364 -5.017 1.838
H 1.742 -4.276 3.595
H 0.019 -2.598 2.995
C -4.523 4.992 0.052
C -3.129 4.786 -0.523
N -2.071 4.854 0.490
C -1.599 6.201 0.865
C -2.182 6.696 2.181
C -1.564 3.753 1.067
S -2.272 2.224 0.771
N -0.564 4.027 1.953
C 0.422 3.214 2.209
O 0.688 2.113 1.619
C 1.393 3.662 3.262
C 1.089 4.729 4.102
C 1.989 5.127 5.080
C 3.209 4.473 5.212
C 3.523 3.419 4.361
C 2.615 3.011 3.391
H -5.274 4.875 -0.733
H -4.641 5.988 0.482
H -4.721 4.249 0.828
H -2.902 5.549 -1.269
H -3.064 3.816 -1.009
H -1.892 6.864 0.051
H -0.515 6.198 0.913
H -3.269 6.770 2.134
H -1.785 7.685 2.419
H -1.919 6.013 2.989
H 0.138 5.234 3.982
H 1.740 5.952 5.738
H 3.915 4.791 5.970
H 4.482 2.920 4.447
H 2.847 2.200 2.710
O -2.194 -2.186 3.459
C -2.191 -1.471 2.475
O -1.460 -0.389 2.361
C -3.049 -1.902 1.290
C -4.156 -2.652 1.615
C -4.946 -3.214 0.621
C -4.593 -3.133 -0.696
C -3.466 -2.405 -1.037
C -2.706 -1.668 -0.088
O -1.756 -0.881 -0.433
N -3.087 -2.457 -2.465
O -2.098 -1.829 -2.833
O -3.787 -3.086 -3.228
N -6.156 -3.974 0.988
O -6.448 -4.025 2.166
O -6.790 -4.501 0.096
H -4.392 -2.820 2.657
H -5.170 -3.635 -1.456
C 2.775 -1.506 5.264
N 2.491 -0.688 4.090
C 1.198 -0.013 4.161
C 3.315 -0.628 3.022
S 2.860 -0.185 1.463
N 4.618 -0.994 3.282
C 5.493 -1.344 2.173
C 5.326 -0.319 4.372
H 1.880 -2.085 5.494
H 3.014 -0.897 6.139
H 3.597 -2.187 5.064
H 1.225 0.756 4.936
H 0.411 -0.729 4.397
H 0.961 0.462 3.225
H 4.974 -2.002 1.480
H 6.361 -1.862 2.583
H 5.828 -0.459 1.625
H 4.632 0.209 5.019
H 6.017 0.418 3.953
H 5.899 -1.027 4.972

[5]
Entry from OMol25: a single C7H10 molecule (ωB97M-V/def2-TZVPD).

Total energy ... -272.6766 Ha
SMILES ... C[C@@H]1[C@@H]2C=CC[C@H]12
HOMO energy ... -8.75 eV

Geometry (Å):
C -1.796 0.545 -0.063
C -1.005 -0.738 -0.208
C 0.376 -0.816 -0.805
C 1.220 0.452 -0.912
C 1.392 0.894 0.526
C 0.842 0.030 1.381
C 0.172 -1.099 0.672
H -2.562 0.611 -0.843
H -2.302 0.585 0.908
H -1.167 1.436 -0.140
H -1.625 -1.599 -0.456
H 0.582 -1.626 -1.500
H 0.740 1.228 -1.524
H 2.190 0.240 -1.381
H 1.883 1.823 0.800
H 0.833 0.137 2.462
H 0.228 -2.103 1.083

[6]
Entry from OMol25: a molecular structure, C9H23FeO4 in a non-equilibrium geometry (ωB97M-V/def2-TZVPD).

Total energy ... -1921.3735 Ha
Multiplicity ... 5
HOMO energy (alpha / beta) ... -4.09 / -3.34 eV
Net charge ... -1

Geometry (Å):
Fe -0.596 0.594 0.866
C -3.446 0.190 -0.277
C -3.198 1.702 -0.133
O -1.990 2.087 0.471
H -2.502 -0.286 -0.550
H -4.165 -0.031 -1.074
H -3.862 -0.247 0.632
H -3.953 2.170 0.518
H -3.281 2.142 -1.143
C 3.399 1.281 0.392
C 2.307 0.626 1.239
O 1.206 1.455 1.368
H 3.649 2.228 0.877
H 3.207 1.417 -0.673
H 4.343 0.716 0.481
H 2.789 0.422 2.216
H 2.055 -0.388 0.875
C 0.010 -2.736 3.472
C -1.201 -2.126 2.759
O -0.929 -1.041 1.964
H 0.539 -1.913 3.956
H 0.645 -3.257 2.753
H -0.288 -3.445 4.248
H -1.904 -1.785 3.541
H -1.751 -2.897 2.194
C 1.863 -0.469 -2.606
C 0.747 0.502 -2.133
C -0.098 1.143 -3.229
O -0.037 -0.121 -1.134
H 2.765 -0.262 -2.038
H 2.067 -0.559 -3.678
H 1.525 -1.498 -2.416
H 1.270 1.367 -1.717
H -0.590 0.432 -3.903
H 0.503 1.774 -3.888
H -0.816 1.790 -2.722
H -0.281 -0.976 -1.511

[7]
Entry from OMol25: a single C21H20ClNO4S molecule (ωB97M-V/def2-TZVPD).

Total energy ... -2026.3810 Ha
SMILES ... CCCOc1ccc([C@H](CC(=O)O)NC(=O)c2sc3ccccc3c2Cl)cc1
HOMO energy ... -8.56 eV

Geometry (Å):
C -5.997 -0.634 -1.426
C -6.568 -1.463 -0.282
C -5.498 -2.047 0.647
O -4.889 -1.059 1.455
C -3.747 -0.429 1.083
C -2.949 -0.736 -0.016
C -1.792 -0.017 -0.257
C -1.394 1.015 0.579
C -2.191 1.318 1.678
C -3.346 0.611 1.927
H -3.966 0.841 2.779
H -1.901 2.117 2.343
C -0.134 1.796 0.307
N 1.008 0.914 0.252
C 2.220 1.283 0.727
O 2.409 2.317 1.335
C 3.303 0.313 0.464
C 4.626 0.462 0.770
C 5.440 -0.646 0.379
C 6.815 -0.827 0.537
C 7.395 -1.988 0.080
C 6.627 -2.979 -0.534
C 5.267 -2.823 -0.702
C 4.681 -1.653 -0.242
S 3.001 -1.216 -0.333
H 4.667 -3.584 -1.176
H 7.105 -3.882 -0.884
H 8.457 -2.140 0.197
H 7.396 -0.053 1.014
Cl 5.284 1.834 1.541
H 0.923 0.082 -0.311
H 0.058 2.501 1.123
C -0.268 2.599 -1.012
C 0.908 3.533 -1.157
O 0.905 4.699 -0.878
O 1.988 2.902 -1.640
H 2.749 3.503 -1.645
H -1.184 3.186 -0.978
H -0.292 1.911 -1.857
H -1.199 -0.276 -1.122
H -3.215 -1.528 -0.698
H -5.980 -2.726 1.360
H -4.759 -2.620 0.080
H -7.150 -2.294 -0.686
H -7.234 -0.843 0.320
H -6.805 -0.238 -2.037
H -5.356 -1.240 -2.062
H -5.417 0.204 -1.044

[8]
Entry from OMol25: 2 unconnected molecules or ions with the total composition C5H12N in a non-equilibrium geometry (ωB97M-V/def2-TZVPD).

Total energy ... -252.0038 Ha
HOMO energy ... -13.87 eV
Net charge ... +1

Geometry (Å):
C 2.175 1.199 -0.144
C 1.574 0.135 0.748
C 0.122 0.685 1.131
C -0.700 0.837 -0.078
C -1.959 0.421 -0.202
N -1.316 -2.453 -1.290
H 3.025 0.956 -0.776
H 2.424 2.117 0.426
H 1.305 1.470 -0.757
H 2.132 -0.120 1.671
H 1.319 -0.813 0.272
H -0.385 0.120 1.921
H 0.352 1.589 1.716
H -2.401 -0.234 0.546
H -2.637 1.115 -0.718
H -1.628 -1.473 -1.101
H -1.318 -2.458 -2.329
H -2.085 -3.094 -1.036

[9]
Entry from OMol25: a molecular structure, C10H22AuN3S2Se2 (ωB97M-V/def2-TZVPD).

Total energy ... -6292.7770 Ha
Multiplicity ... 3
HOMO energy (alpha / beta) ... -15.21 / -15.19 eV
Net charge ... +2

Geometry (Å):
Au 0.839 0.003 0.150
C 2.250 -2.938 3.998
Se 1.344 -1.583 2.946
C -0.401 -2.431 2.715
C -0.445 -3.575 1.720
Se 0.008 -3.011 -0.108
C 1.545 -4.154 -0.386
H 1.744 -2.963 4.962
H 3.277 -2.604 4.120
H 2.225 -3.912 3.516
H -1.069 -1.618 2.428
H -0.715 -2.779 3.702
H -1.457 -3.979 1.648
H 0.235 -4.388 1.971
H 1.189 -5.179 -0.274
H 2.301 -3.924 0.360
H 1.910 -3.978 -1.391
S 3.036 -0.460 0.669
C 3.545 -1.232 -0.740
N 3.875 -1.761 -1.707
C -2.542 3.217 0.689
N -1.994 3.119 -0.664
C -2.577 4.091 -1.599
C -1.241 2.106 -1.070
S -1.356 0.596 -0.175
N -0.475 2.218 -2.154
C 0.118 3.496 -2.562
C -0.027 1.072 -2.933
H -2.580 4.271 0.955
H -1.904 2.694 1.395
H -3.551 2.805 0.723
H -3.647 4.131 -1.398
H -2.431 3.766 -2.623
H -2.151 5.082 -1.454
H 0.063 4.208 -1.743
H -0.370 3.910 -3.443
H 1.165 3.312 -2.797
H -0.709 0.236 -2.807
H 0.988 0.775 -2.653
H -0.017 1.362 -3.983

[10]
Entry from OMol25: 2 unconnected molecules or ions with the total composition C4H4 in a non-equilibrium geometry (ωB97M-V/def2-TZVPD).

Total energy ... -154.6055 Ha
SMILES ... C#C.C#C
HOMO energy ... -10.14 eV

Geometry (Å):
C -0.309 -1.297 -0.793
C -1.496 -1.431 -0.631
C 0.776 0.773 0.652
C 0.956 1.976 0.686
H 0.860 -1.508 -0.780
H -2.529 -1.237 -0.152
H 0.770 -0.376 0.909
H 1.335 2.993 0.540

Among the records above, which one has the highest total energy? C4H4

What is the total energy in the ninth record? -6292.7770 Ha